16
Properties=species:S:1:pos:R:3:forces:R:3 method="wB97M-V/def2-TZVPD" e_lumo_ha=0.0119 total_energy_ha=-1025.8097 homo_ev=-9.14 smiles="CC(=O)[SiH2][SiH2][SiH3]" e_above_lowest_ev=0.126 mol_weight_g_mol=134.4 spin_multiplicity=1
C 3.3064 0.2832 0.2264 -0.73 1.03 -0.11
C 1.7961 0.5187 0.1928 0.55 -1.31 0.72
O 1.3896 1.6406 0.2507 -0.82 1.03 0.01
Si 0.5936 -0.9840 -0.2120 0.61 0.89 -0.35
Si -1.5792 -0.6708 0.5303 -0.93 0.90 1.45
Si -3.3509 0.5142 -0.5730 -1.55 -1.79 3.10
H 3.4681 0.2812 -0.8507 0.79 -0.46 -0.11
H 3.6721 -0.5827 0.7569 -0.11 -0.45 -0.23
H 3.7700 1.1889 0.6333 -0.06 -0.16 -0.10
H 1.1627 -2.2472 0.2058 0.16 -0.54 0.51
H 0.8514 -1.0151 -1.6568 -0.39 -0.01 -0.42
H -2.1745 -2.0076 0.9083 0.18 0.38 -0.43
H -1.5668 0.0378 1.9009 0.40 -0.42 -0.77
H -4.5591 1.0760 0.2975 1.54 -0.49 -0.23
H -3.9920 -0.7132 -1.0019 -0.35 -0.47 -0.72
H -3.3458 1.4477 -1.5534 0.71 1.87 -2.31